(1)
C24H34N6O2 | the ωB97M-V functional and the def2-TZVPD basis

XYZ file:
```
66
Properties=species:S:1:pos:R:3:forces:R:3
C -2.701584 -3.627820 -0.868306 0.008 -0.157 0.146
C -1.571377 -4.318038 -0.099008 -0.111 0.117 -0.157
C -0.364515 -3.451984 -0.040005 0.107 0.138 0.370
N 0.520874 -3.365462 -1.058947 -0.082 0.089 0.215
N 1.490257 -2.489868 -0.824924 0.409 0.290 -0.347
C 1.240634 -1.983536 0.380807 -0.690 -0.637 -0.357
C 1.982648 -0.845161 0.967369 0.256 0.229 0.055
O 1.369770 -0.032446 1.658412 -0.117 -0.035 0.083
N 3.289713 -0.680287 0.683972 -0.077 0.119 -0.029
C 4.141996 -1.659446 0.039504 0.264 -0.559 -0.194
C 5.295185 -0.964993 -0.691799 -0.162 0.085 -0.101
C 4.802652 0.366882 -1.246301 0.279 -0.021 0.210
C 4.508009 1.327831 -0.086672 -0.132 0.024 -0.211
C 3.582459 2.473820 -0.510671 0.088 -0.082 0.170
C 2.188082 2.021264 -0.956327 0.203 0.278 0.252
C 1.102968 2.933970 -0.401785 0.047 -0.189 -0.318
O 1.355465 3.955654 0.209198 0.192 0.226 0.224
N -0.179135 2.563605 -0.652412 -0.357 0.176 -0.023
C -0.633536 1.316063 -1.224174 -0.031 -0.450 0.096
C -1.259992 0.442865 -0.125537 0.249 -0.232 -0.368
N -2.344514 1.160797 0.506492 0.182 -0.060 0.158
C -3.632478 0.894118 0.159825 -0.359 -0.206 0.000
C -4.722853 1.698372 0.547830 0.011 0.143 0.027
C -5.994984 1.312306 0.194273 0.114 -0.133 -0.084
C -6.184928 0.143101 -0.535586 -0.105 -0.014 -0.007
C -5.058606 -0.582748 -0.868919 -0.295 0.050 -0.030
N -3.828013 -0.232216 -0.541318 0.236 0.115 0.035
C -1.877891 2.397746 1.085012 -0.026 0.393 -0.110
C -1.255540 3.285553 -0.003030 -0.031 0.241 0.360
C 3.957119 0.530403 1.115416 0.054 0.425 0.187
C 0.063403 -2.555841 0.922013 0.095 -0.209 -0.223
C -0.578572 -2.282569 2.236005 -0.046 -0.068 0.032
H -2.405660 -3.439375 -1.898231 -0.008 0.056 -0.108
H -2.953737 -2.675388 -0.408328 -0.028 0.116 -0.014
H -3.588025 -4.257251 -0.874161 -0.130 -0.040 -0.056
H -1.901414 -4.530774 0.918451 0.063 -0.091 -0.011
H -1.322375 -5.265982 -0.584055 -0.013 -0.048 0.130
H 0.502807 -3.872111 -1.930316 0.059 0.096 0.111
H 3.537133 -2.221586 -0.671300 0.302 0.084 0.159
H 4.537121 -2.354111 0.794202 -0.034 0.005 -0.085
H 5.648864 -1.612841 -1.494417 0.047 -0.056 0.065
H 6.132896 -0.786792 -0.014854 0.072 -0.019 -0.006
H 3.896725 0.187434 -1.826584 -0.072 0.021 -0.098
H 5.547263 0.806675 -1.911062 -0.055 0.035 -0.078
H 5.452669 1.781460 0.233067 -0.017 -0.060 -0.006
H 4.064271 3.036288 -1.312875 0.014 0.073 0.014
H 3.458286 3.159036 0.330972 0.053 0.014 -0.109
H 1.991363 1.018255 -0.586764 -0.065 -0.065 -0.156
H 2.107394 2.008923 -2.045241 -0.067 -0.129 0.009
H 0.179736 0.782018 -1.709017 0.004 0.028 -0.024
H -1.397846 1.544911 -1.977952 0.083 -0.069 -0.009
H -1.651796 -0.479549 -0.549562 0.171 0.056 0.070
H -0.505256 0.225042 0.634749 -0.065 -0.013 -0.125
H -4.578892 2.606521 1.109649 0.024 0.053 0.032
H -6.841467 1.920520 0.481043 -0.030 0.047 0.032
H -7.168767 -0.183382 -0.830915 -0.072 -0.055 -0.038
H -5.132445 -1.502860 -1.436624 -0.118 -0.076 -0.045
H -2.678578 2.927203 1.596281 0.036 -0.035 0.030
H -1.100658 2.149352 1.816319 -0.076 0.081 0.008
H -0.835253 4.193212 0.431902 -0.116 -0.083 -0.085
H -2.013435 3.548689 -0.749817 0.005 -0.001 0.051
H 3.233194 1.126885 1.672981 0.178 -0.088 0.018
H 4.773901 0.256440 1.791696 -0.060 0.020 0.016
H -0.586050 -3.182049 2.852083 -0.065 -0.022 0.088
H -1.608220 -1.958598 2.091206 -0.117 0.073 0.096
H -0.037664 -1.498576 2.756353 -0.073 0.006 0.062
```
Positions in Å, forces in eV/Å.

## Properties
- ΔE to the lowest compared entry with this formula, charge and spin: 61.3 kJ/mol
- Multiplicity: 1
- Structure (SMILES): CCc1[nH]nc(C(=O)N2CCC[C@@H](CCC(=O)N3CCN(c4ccccn4)CC3)C2)c1C

---

(2)
C4H6N2O | the ωB97M-V functional and the def2-TZVPD basis

XYZ file:
```
13
Properties=species:S:1:pos:R:3:forces:R:3
O -0.089394 1.095407 -2.346072 0.030 -0.112 0.315
C -0.068905 0.553026 -1.255718 0.077 0.014 -0.051
N -0.663676 1.073780 -0.116853 0.042 0.016 -0.190
C -0.090246 0.753097 1.185873 0.134 -0.095 0.031
C 0.505587 -0.572266 1.396146 -0.327 0.138 -0.090
C 0.217256 -1.410347 0.194452 0.106 -0.003 0.114
N 0.542079 -0.648501 -0.998165 0.003 0.083 -0.272
H -0.997926 2.017487 -0.261563 0.033 -0.131 0.033
H -0.891480 0.665489 1.948216 0.051 0.022 0.001
H 0.562643 1.551046 1.568587 -0.071 -0.159 -0.010
H 1.078516 -1.058155 -1.746285 -0.202 0.021 0.050
H 0.759028 -2.358238 0.180885 0.000 0.164 0.017
H -0.863480 -1.661826 0.250498 0.125 0.043 0.053
```
Positions in Å, forces in eV/Å.

## Properties
- ΔE to the lowest compared entry with this formula, charge and spin: 321.7 kJ/mol
- Multiplicity: 1

---

(3)
C20H24N4O3S | the ωB97M-V functional and the def2-TZVPD basis

XYZ file:
```
52
Properties=species:S:1:pos:R:3:forces:R:3
C -3.637748 -2.183575 -1.763291 -0.239 -0.041 -0.070
C -2.163877 -2.286376 -1.610685 0.298 -0.068 0.063
N -1.454658 -2.453976 -2.738549 -0.098 0.030 0.071
C -1.529481 -2.217379 -0.383274 -0.683 -0.127 -0.353
C -0.128894 -2.325097 -0.405210 0.374 -0.160 -0.172
N 1.007635 -2.435280 -0.553100 0.329 -0.134 -0.231
C -2.255650 -2.044259 0.869721 -0.160 -0.384 0.243
O -3.467801 -2.055169 0.956537 -0.034 -0.140 -0.013
C -1.443121 -2.058106 2.163199 0.024 0.427 0.247
S 0.036981 -1.011587 2.219006 0.266 -0.157 0.376
C -0.540973 0.342767 1.277217 -0.739 -0.194 0.062
N -1.770992 0.300051 0.904501 0.266 0.093 0.510
C -2.272037 1.327114 0.159581 0.315 0.604 -0.281
C -3.622537 1.317275 -0.205074 -0.014 0.063 -0.038
C -4.128242 2.344750 -0.967061 -0.011 -0.113 0.047
C -3.309991 3.397150 -1.379397 0.100 0.146 -0.062
C -1.982850 3.425373 -1.015896 0.060 0.000 0.028
C -1.449761 2.394414 -0.239369 -0.473 -0.173 -0.066
C -0.051446 2.418115 0.171964 0.048 -0.007 0.035
O 0.752418 3.276512 -0.126585 0.062 0.097 -0.067
N 0.333098 1.341007 0.985653 -0.081 0.234 -0.077
C 1.712884 1.295525 1.434608 0.592 0.013 -0.128
C 2.590668 0.497111 0.473349 0.309 -0.004 0.122
C 4.057089 0.538362 0.925388 -0.345 0.118 0.035
O 4.870080 -0.392496 0.261982 0.148 -0.237 -0.137
C 5.225595 -0.083799 -1.080706 0.239 -0.032 -0.252
C 5.478825 -1.413954 -1.783495 -0.238 0.350 0.243
C 6.465740 0.812462 -1.128539 -0.426 -0.151 0.151
H -3.978848 -1.219038 -1.391872 -0.028 -0.023 -0.008
H -3.930280 -2.297734 -2.804980 0.013 0.011 -0.077
H -4.132023 -2.938547 -1.154776 -0.001 0.046 -0.031
H -1.912883 -2.506587 -3.630913 0.018 0.013 0.087
H -0.450694 -2.530053 -2.700779 0.045 -0.006 -0.044
H -2.106597 -1.762601 2.976802 -0.028 -0.111 -0.187
H -1.072322 -3.069593 2.345879 0.009 0.009 -0.011
H -4.239118 0.503434 0.143223 -0.071 -0.106 0.048
H -5.171795 2.341197 -1.246538 -0.088 -0.007 -0.014
H -3.724290 4.194540 -1.977518 -0.018 0.071 -0.045
H -1.330459 4.233711 -1.309777 0.039 0.074 -0.039
H 1.740813 0.859351 2.436232 0.002 0.126 -0.018
H 2.061087 2.331469 1.476359 -0.092 -0.173 0.132
H 2.266163 -0.544730 0.432483 0.014 0.056 -0.037
H 2.491553 0.927826 -0.525124 -0.056 -0.020 -0.010
H 4.114851 0.253999 1.980329 -0.001 0.141 -0.008
H 4.448217 1.560402 0.818960 0.017 -0.036 0.073
H 4.392032 0.431765 -1.578344 0.039 -0.056 0.063
H 4.587271 -2.032227 -1.727839 -0.081 -0.091 -0.031
H 6.292075 -1.936857 -1.288165 0.134 -0.077 0.041
H 5.739352 -1.248761 -2.825383 0.054 -0.007 -0.120
H 7.296137 0.314535 -0.634434 0.104 -0.066 0.039
H 6.736825 1.019726 -2.160210 0.054 0.061 -0.117
H 6.278923 1.757511 -0.623651 0.033 0.121 0.026
```
Positions in Å, forces in eV/Å.

## Properties
- ΔE to the lowest compared entry with this formula, charge and spin: 153.9 kJ/mol
- Multiplicity: 1
- Structure (SMILES): C/C(N)=C(/C#N)C(=O)CSc1nc2ccccc2c(=O)n1CCCOC(C)C